{
  "formula": "C52H98Br2NO20",
  "method": "ωB97M-V with the def2-TZVPD basis set",
  "elements": ["C", "C", "C", "C", "C", "C", "C", "C", "C", "C", "C", "C", "O", "O", "C", "C", "O", "N", "Br", "C", "C", "Br", "O", "C", "C", "C", "C", "H", "H", "H", "H", "H", "H", "H", "H", "H", "H", "H", "H", "H", "H", "H", "H", "H", "H", "H", "H", "H", "H", "H", "H", "H", "H", "H", "H", "H", "H", "H", "H", "H", "H", "O", "C", "O", "C", "C", "C", "H", "H", "H", "H", "H", "H", "H", "H", "O", "C", "O", "C", "C", "C", "H", "H", "H", "H", "H", "H", "H", "H", "O", "C", "O", "C", "C", "C", "H", "H", "H", "H", "H", "H", "H", "H", "O", "C", "O", "C", "C", "C", "H", "H", "H", "H", "H", "H", "H", "H", "O", "C", "O", "C", "C", "C", "H", "H", "H", "H", "H", "H", "H", "H", "O", "C", "O", "C", "C", "C", "H", "H", "H", "H", "H", "H", "H", "H", "O", "C", "O", "C", "C", "C", "H", "H", "H", "H", "H", "H", "H", "H", "O", "C", "O", "C", "C", "C", "H", "H", "H", "H", "H", "H", "H", "H"],
  "positions_angstrom": [[7.52, -1.09, -6.03], [8.28, 0.15, -5.54], [8.35, 1.28, -6.56], [6.99, 1.88, -6.98], [5.92, 1.96, -5.87], [4.73, 1.03, -6.19], [3.88, 0.63, -4.96], [2.38, 0.57, -5.32], [1.46, 1.37, -4.41], [1.73, 2.84, -4.12], [2.98, 3.63, -4.20], [2.94, 4.95, -4.97], [3.89, 5.72, -4.87], [1.84, 5.24, -5.72], [2.02, 5.38, -7.10], [3.31, 4.98, -7.76], [1.08, 5.81, -7.74], [0.61, 3.33, -3.70], [0.24, 5.03, -3.11], [-0.48, 2.37, -3.70], [-0.01, 1.46, -4.88], [0.04, 2.69, -6.50], [-0.64, 0.29, -5.07], [-1.75, 0.29, -6.00], [-2.59, -0.95, -5.81], [-3.62, -0.97, -6.95], [-4.64, 0.17, -6.85], [8.19, -1.94, -6.05], [7.06, -0.97, -7.00], [6.74, -1.36, -5.33], [7.90, 0.46, -4.57], [9.31, -0.15, -5.36], [9.00, 2.09, -6.23], [8.80, 0.86, -7.45], [6.60, 1.24, -7.77], [7.11, 2.85, -7.45], [6.33, 1.80, -4.88], [5.53, 2.98, -5.92], [5.11, 0.12, -6.63], [4.14, 1.52, -6.95], [4.19, -0.37, -4.68], [4.08, 1.26, -4.09], [2.07, -0.47, -5.21], [2.18, 0.81, -6.36], [1.43, 0.81, -3.48], [3.81, 3.06, -4.60], [3.25, 3.89, -3.17], [3.03, 4.47, -8.67], [3.95, 4.31, -7.19], [3.83, 5.88, -8.07], [-0.44, 1.74, -2.81], [-1.49, 2.76, -3.79], [-2.38, 1.14, -5.80], [-1.40, 0.29, -7.02], [-1.98, -1.84, -5.94], [-3.11, -0.94, -4.85], [-3.07, -0.81, -7.87], [-4.12, -1.93, -7.02], [-4.18, 1.06, -7.26], [-4.88, 0.41, -5.82], [-5.52, -0.01, -7.45], [2.36, 3.29, -0.35], [2.17, 4.08, 0.55], [1.87, 3.63, 1.76], [1.78, 4.47, 2.92], [0.43, 5.13, 3.04], [2.18, 5.56, 0.27], [2.60, 5.19, 2.94], [1.94, 3.80, 3.77], [0.23, 5.79, 2.19], [0.37, 5.71, 3.96], [-0.36, 4.38, 3.05], [1.22, 5.84, -0.14], [2.96, 5.75, -0.47], [2.41, 6.20, 1.12], [-4.32, 3.18, -11.53], [-3.22, 3.61, -11.34], [-2.94, 4.21, -10.17], [-1.62, 4.60, -9.78], [-1.23, 5.95, -10.33], [-2.16, 3.56, -12.42], [-0.90, 3.82, -10.04], [-1.65, 4.65, -8.69], [-1.20, 5.96, -11.42], [-0.24, 6.23, -9.96], [-1.95, 6.71, -10.03], [-2.32, 4.39, -13.11], [-2.28, 2.62, -12.97], [-1.14, 3.58, -12.05], [-2.41, 2.25, 3.10], [-3.31, 2.73, 3.74], [-3.33, 4.07, 3.93], [-4.43, 4.76, 4.53], [-4.35, 4.73, 6.04], [-4.36, 1.88, 4.40], [-5.37, 4.37, 4.16], [-4.35, 5.78, 4.18], [-4.40, 3.71, 6.43], [-5.16, 5.31, 6.48], [-3.40, 5.15, 6.38], [-3.97, 1.50, 5.34], [-4.59, 1.04, 3.74], [-5.30, 2.40, 4.59], [-5.65, 0.34, 6.87], [-5.72, -0.80, 6.52], [-6.74, -1.18, 5.74], [-6.82, -2.49, 5.15], [-7.42, -3.50, 6.10], [-4.73, -1.84, 7.00], [-5.85, -2.81, 4.78], [-7.47, -2.38, 4.28], [-6.81, -3.62, 7.00], [-7.52, -4.47, 5.62], [-8.40, -3.17, 6.43], [-5.03, -2.18, 7.99], [-3.75, -1.37, 7.06], [-4.63, -2.70, 6.34], [-4.37, -4.39, 4.29], [-4.23, -5.57, 4.46], [-5.29, -6.29, 4.82], [-5.28, -7.73, 4.91], [-4.74, -8.20, 6.24], [-2.87, -6.22, 4.36], [-4.74, -8.16, 4.06], [-6.32, -8.03, 4.80], [-3.70, -7.90, 6.39], [-4.79, -9.29, 6.31], [-5.32, -7.78, 7.06], [-2.34, -6.07, 5.30], [-2.32, -5.74, 3.55], [-2.91, -7.29, 4.14], [9.14, 4.21, -9.48], [10.18, 4.50, -8.95], [10.16, 4.82, -7.64], [11.35, 5.01, -6.86], [11.90, 6.42, -7.01], [11.47, 4.57, -9.72], [12.09, 4.25, -7.11], [11.05, 4.84, -5.83], [12.19, 6.63, -8.04], [12.77, 6.55, -6.37], [11.14, 7.15, -6.73], [11.52, 5.54, -10.22], [11.47, 3.78, -10.47], [12.36, 4.43, -9.11], [-5.43, -8.78, 9.41], [-5.10, -7.87, 10.12], [-4.83, -6.67, 9.54], [-4.60, -5.48, 10.30], [-3.16, -5.38, 10.77], [-4.91, -8.03, 11.60], [-5.31, -5.41, 11.12], [-4.83, -4.66, 9.62], [-2.90, -6.20, 11.44], [-3.00, -4.44, 11.29], [-2.49, -5.43, 9.91], [-3.93, -8.45, 11.79], [-5.67, -8.72, 11.97], [-5.02, -7.11, 12.16], [-3.63, -7.23, 13.93], [-3.06, -7.86, 14.78], [-2.53, -9.04, 14.45], [-1.69, -9.81, 15.33], [-2.51, -10.65, 16.29], [-3.00, -7.38, 16.21], [-0.98, -9.16, 15.85], [-1.11, -10.45, 14.68], [-3.12, -10.04, 16.95], [-1.85, -11.27, 16.90], [-3.18, -11.31, 15.73], [-3.93, -7.64, 16.71], [-2.90, -6.30, 16.20], [-2.16, -7.78, 16.78]],
  "lowdin_charge": [-0.090, -0.254, -0.208, -0.181, -0.192, -0.195, -0.165, -0.133, -0.212, -0.201, 0.022, -0.455, 0.164, -0.001, -0.459, 0.050, 0.105, -0.444, 1.044, -0.138, -0.671, 0.936, -0.055, -0.224, -0.173, -0.246, -0.096, 0.068, 0.064, 0.062, 0.090, 0.100, 0.102, 0.112, 0.100, 0.101, 0.105, 0.084, 0.093, 0.106, 0.111, 0.100, 0.126, 0.092, 0.182, 0.102, 0.157, 0.102, 0.070, 0.113, 0.154, 0.129, 0.111, 0.109, 0.119, 0.120, 0.103, 0.107, 0.067, 0.075, 0.074, 0.060, -0.542, 0.022, -0.215, -0.052, 0.001, 0.116, 0.127, 0.068, 0.087, 0.075, 0.068, 0.088, 0.076, 0.113, -0.531, -0.003, -0.251, -0.058, 0.012, 0.110, 0.103, 0.071, 0.065, 0.088, 0.098, 0.091, 0.066, 0.091, -0.528, -0.013, -0.236, -0.059, 0.010, 0.114, 0.120, 0.071, 0.084, 0.082, 0.088, 0.096, 0.075, 0.078, -0.534, 0.005, -0.222, -0.055, 0.023, 0.080, 0.124, 0.066, 0.078, 0.082, 0.089, 0.091, 0.059, 0.084, -0.519, 0.004, -0.221, -0.059, 0.017, 0.112, 0.124, 0.073, 0.089, 0.063, 0.098, 0.090, 0.070, 0.100, -0.533, -0.012, -0.239, -0.063, 0.014, 0.114, 0.121, 0.069, 0.084, 0.084, 0.098, 0.092, 0.070, 0.096, -0.512, -0.012, -0.230, -0.058, 0.002, 0.118, 0.111, 0.062, 0.083, 0.081, 0.091, 0.100, 0.048, 0.083, -0.508, 0.005, -0.230, -0.062, 0.018, 0.114, 0.124, 0.068, 0.084, 0.085, 0.099, 0.092, 0.070],
  "gap_ev": 7.21,
  "molar_mass_g_mol": 1217.151,
  "multiplicity": 1,
  "lumo_ev": -3.58,
  "total_charge": 1,
  "homo_ha": -0.39634
}